Record 1
ORCA calculation (ωB97M-V/def2-TZVPD) on a cluster of 11 separate species, C16H58N4O11 in total.

Properties
* structure (SMILES): COC[C@H](C)N.COC[C@H](C)N.COC[C@H](C)N.COC[C@H](C)N.O.O.O.O.O.O.O
* energy relative to the best compared isomer or geometry (same formula, charge and spin): 141.8 kJ/mol
* charge: 0
* lowest unoccupied orbital energy: 0.44 eV
* maximum force: 3.785 eV/Å
* frontier orbital gap: 0.3475 Eh

CARTESIAN COORDINATES (ANGSTROEM)
1 C -0.81 -5.03 3.19
2 C 0.49 -5.80 3.05
3 C 1.22 -5.62 1.66
4 O 0.52 -6.19 0.57
5 C 0.88 -5.55 -0.62
6 N 1.37 -5.43 4.20
7 H -0.75 -3.97 2.97
8 H -1.27 -5.28 4.11
9 H -1.48 -5.52 2.44
10 H 0.25 -6.83 3.24
11 H 2.17 -6.05 1.93
12 H 1.37 -4.53 1.56
13 H 0.33 -6.12 -1.42
14 H 1.95 -5.58 -0.75
15 H 0.57 -4.50 -0.58
16 H 1.48 -4.43 4.23
17 H 2.27 -5.88 4.07
18 C -2.00 3.93 3.48
19 C -2.62 3.59 2.13
20 C -1.63 3.58 1.02
21 O -0.73 4.70 1.10
22 C -1.17 5.93 0.56
23 N -3.27 2.23 2.26
24 H -2.30 3.32 4.36
25 H -2.23 5.00 3.73
26 H -0.89 3.84 3.49
27 H -3.35 4.39 1.91
28 H -2.21 3.70 0.09
29 H -0.98 2.70 1.04
30 H -1.76 6.50 1.28
31 H -1.72 5.89 -0.40
32 H -0.24 6.52 0.34
33 H -4.13 2.35 2.71
34 H -3.53 1.89 1.30
35 C -0.76 -1.80 -4.05
36 C 0.00 -0.72 -4.76
37 C -0.48 0.59 -4.28
38 O -1.87 0.84 -4.69
39 C -2.07 1.17 -6.02
40 N 1.38 -0.88 -4.42
41 H -1.74 -1.50 -3.67
42 H -0.30 -2.14 -3.15
43 H -1.03 -2.62 -4.73
44 H -0.13 -0.82 -5.91
45 H 0.12 1.49 -4.64
46 H -0.44 0.65 -3.23
47 H -1.41 1.94 -6.37
48 H -3.13 1.54 -6.10
49 H -1.99 0.29 -6.61
50 H 1.74 -1.86 -4.38
51 H 2.08 -0.40 -4.99
52 C 2.64 1.94 3.23
53 C 2.93 1.76 1.79
54 C 3.27 0.33 1.42
55 O 4.36 -0.01 2.28
56 C 5.44 -0.49 1.62
57 N 1.79 2.28 1.03
58 H 2.46 2.97 3.49
59 H 3.47 1.43 3.80
60 H 1.70 1.47 3.54
61 H 3.85 2.28 1.50
62 H 3.59 0.26 0.41
63 H 2.38 -0.23 1.62
64 H 5.25 -1.45 1.15
65 H 6.22 -0.65 2.40
66 H 5.90 0.16 0.87
67 H 1.59 3.25 1.25
68 H 0.99 1.77 1.39
69 O -3.17 2.31 -2.29
70 H -2.87 2.02 -3.21
71 H -2.51 2.83 -1.92
72 O 0.39 -1.78 0.01
73 H -0.44 -1.41 -0.35
74 H 0.45 -1.38 0.90
75 O -4.95 0.62 -0.24
76 H -5.84 0.99 -0.30
77 H -4.49 1.18 -0.85
78 O 2.17 -0.19 -1.91
79 H 1.88 -0.55 -2.82
80 H 2.26 -0.98 -1.33
81 O -0.51 0.27 1.95
82 H -1.00 -0.15 1.26
83 H -1.26 0.49 2.54
84 O 0.35 1.68 -1.45
85 H 1.02 0.93 -1.38
86 H 0.52 2.10 -0.63
87 O -1.81 -0.06 -0.70
88 H -2.63 -0.01 -1.22
89 H -1.17 0.55 -1.07


Record 2
ORCA calculation (ωB97M-V/def2-TZVPD) on a structure of composition C16H59FeO14.

Properties
* 2S+1: 5
* charge: +1
* lowest unoccupied orbital energy (alpha / beta): -6.94 / -7.07 eV
* <S²>: 6.0164
* maximum force: 4.366 eV/Å
* frontier orbital gap (alpha / beta): 0.1635 / 0.1588 Eh

CARTESIAN COORDINATES (ANGSTROEM)
1 Fe 0.84 4.71 1.49
2 C 0.86 0.42 -0.09
3 C 0.19 1.65 0.49
4 O 0.97 2.79 0.54
5 H 1.61 0.11 0.64
6 H 1.37 0.68 -1.02
7 H 0.19 -0.41 -0.30
8 H -0.26 1.38 1.45
9 H -0.69 1.87 -0.12
10 C 0.20 -3.68 -0.93
11 C -0.23 -4.19 -2.31
12 O -0.29 -5.63 -2.21
13 H 0.20 -2.59 -0.99
14 H 1.24 -4.00 -0.82
15 H -0.40 -3.94 -0.06
16 H 0.53 -3.94 -3.05
17 H -1.20 -3.80 -2.60
18 H -0.57 -6.08 -3.01
19 C 0.63 0.46 -4.00
20 C -0.04 -0.50 -5.02
21 O 0.47 -0.42 -6.28
22 H 1.70 0.46 -4.21
23 H 0.55 0.12 -2.97
24 H 0.20 1.46 -4.04
25 H -1.07 -0.19 -5.19
26 H 0.09 -1.54 -4.73
27 H 1.24 -0.99 -6.33
28 C 4.43 -0.68 -1.18
29 C 5.42 -0.08 -0.10
30 O 4.78 -0.10 1.18
31 H 4.32 -1.75 -0.98
32 H 4.75 -0.55 -2.21
33 H 3.45 -0.21 -1.21
34 H 5.64 0.96 -0.35
35 H 6.37 -0.60 -0.10
36 H 4.47 0.79 1.38
37 C 3.01 -2.19 3.41
38 C 2.04 -1.03 3.58
39 O 1.62 -1.10 4.98
40 H 3.88 -2.04 4.05
41 H 3.46 -2.36 2.43
42 H 2.57 -3.14 3.68
43 H 1.10 -1.23 3.07
44 H 2.49 -0.05 3.45
45 H 2.29 -0.62 5.47
46 C -1.38 -2.11 2.48
47 C -1.67 -3.38 3.14
48 O -2.76 -3.12 3.90
49 H -1.10 -1.42 3.28
50 H -2.25 -1.70 1.97
51 H -0.56 -2.28 1.77
52 H -0.77 -3.66 3.70
53 H -1.79 -4.19 2.42
54 H -2.91 -3.97 4.32
55 C -4.01 -1.35 -0.78
56 C -3.93 -0.17 0.10
57 O -3.97 1.02 -0.63
58 H -4.18 -2.25 -0.19
59 H -3.15 -1.36 -1.45
60 H -4.85 -1.22 -1.46
61 H -3.03 -0.20 0.71
62 H -4.80 -0.13 0.76
63 H -3.52 1.73 -0.18
64 C -2.28 3.22 -4.71
65 C -2.54 2.65 -3.30
66 O -3.06 1.33 -3.28
67 H -1.52 2.70 -5.29
68 H -2.00 4.27 -4.59
69 H -3.21 3.15 -5.26
70 H -3.28 3.36 -2.90
71 H -1.65 2.84 -2.70
72 H -3.35 1.20 -2.37
73 O 3.88 2.55 0.97
74 H 3.89 3.37 1.46
75 H 2.97 2.45 0.70
76 O 0.19 3.97 3.38
77 H 0.37 3.12 3.78
78 H -0.67 4.21 3.70
79 O -2.48 1.15 3.31
80 H -2.95 1.66 3.97
81 H -2.57 1.66 2.51
82 O -3.18 3.02 1.49
83 H -3.72 3.81 1.46
84 H -2.28 3.35 1.48
85 O 1.84 3.02 -2.31
86 H 1.24 2.92 -1.57
87 H 2.68 3.25 -1.90
88 O 0.07 1.46 4.53
89 H 0.58 0.65 4.61
90 H -0.74 1.20 4.10


Record 3
ORCA calculation (ωB97M-V/def2-TZVPD) on a cluster of 14 separate species, C16H60N10O14 in total.

Properties
* energy relative to the best compared isomer or geometry (same formula, charge and spin): 736.2 kJ/mol
* charge: 0
* lowest unoccupied orbital energy: -0.22 eV
* maximum force: 11.769 eV/Å
* frontier orbital gap: 0.2781 Eh

CARTESIAN COORDINATES (ANGSTROEM)
1 C 1.54 4.95 -2.10
2 C 0.25 4.14 -2.38
3 O 0.13 2.95 -1.61
4 H 2.42 4.35 -2.20
5 H 1.53 5.34 -1.07
6 H 1.62 5.80 -2.82
7 H 0.21 3.91 -3.46
8 H -0.54 4.75 -2.17
9 H -0.68 2.53 -1.95
10 C 1.88 -2.43 -1.67
11 C 0.76 -3.11 -2.46
12 O -0.43 -2.30 -2.45
13 H 2.22 -1.43 -2.03
14 H 2.73 -3.08 -1.64
15 H 1.72 -2.27 -0.64
16 H 0.59 -4.00 -1.94
17 H 0.93 -3.33 -3.42
18 H -0.19 -1.47 -2.81
19 C -0.92 1.61 3.88
20 O -2.10 1.11 3.37
21 N -0.72 2.82 4.10
22 N 0.10 0.81 4.05
23 H -1.46 3.47 3.92
24 H 0.19 3.25 4.34
25 H 0.04 -0.19 3.67
26 H 1.03 1.09 4.28
27 C -4.01 -2.73 -2.24
28 O -3.96 -2.47 -3.60
29 N -2.99 -2.87 -1.52
30 N -5.08 -2.49 -1.51
31 H -2.08 -2.95 -1.96
32 H -2.97 -3.01 -0.45
33 H -5.98 -2.45 -2.06
34 H -5.19 -2.45 -0.51
35 C 1.18 -1.75 3.02
36 O 1.90 -1.64 1.85
37 N -0.05 -1.63 3.03
38 N 1.75 -2.16 4.14
39 H -0.59 -1.30 2.16
40 H -0.76 -2.00 3.75
41 H 2.73 -2.16 4.35
42 H 1.07 -2.62 4.82
43 C -3.05 0.77 -2.10
44 O -2.52 2.04 -1.81
45 N -4.16 0.39 -1.51
46 N -2.51 -0.13 -2.85
47 H -4.44 1.06 -0.77
48 H -4.40 -0.61 -1.44
49 H -1.62 0.17 -3.27
50 H -2.74 -1.10 -2.79
51 C 1.20 0.59 -3.74
52 O -0.17 0.49 -3.66
53 N 1.89 1.35 -3.00
54 N 1.91 -0.22 -4.50
55 H 1.31 2.05 -2.57
56 H 2.89 1.41 -3.16
57 H 1.34 -0.93 -4.96
58 H 2.88 -0.43 -4.29
59 C 3.07 2.18 -0.06
60 O 2.46 3.28 0.47
61 H 2.32 1.43 -0.27
62 H 3.85 1.78 0.58
63 H 3.54 2.37 -0.97
64 H 1.91 3.59 -0.21
65 C -0.08 0.27 0.18
66 O -1.05 -0.65 0.48
67 H 0.74 -0.31 -0.10
68 H 0.26 0.94 0.93
69 H -0.51 0.75 -0.72
70 H -1.08 -1.27 -0.23
71 C 3.33 0.99 3.07
72 O 3.08 1.45 4.38
73 H 2.50 1.12 2.38
74 H 3.48 -0.10 3.23
75 H 4.28 1.47 2.69
76 H 3.80 1.18 4.94
77 C -3.85 -1.11 1.64
78 O -4.88 -1.97 1.25
79 H -3.55 -0.45 0.79
80 H -2.94 -1.63 1.99
81 H -4.23 -0.47 2.47
82 H -5.04 -2.66 1.87
83 C -1.49 3.43 0.98
84 O -2.39 2.35 1.00
85 H -1.73 3.86 0.04
86 H -0.48 3.15 0.97
87 H -1.71 4.18 1.76
88 H -2.06 1.65 1.57
89 C 4.76 -0.70 -0.64
90 O 5.78 -0.79 0.37
91 H 3.69 -0.55 -0.24
92 H 4.66 -1.66 -1.14
93 H 4.98 0.12 -1.35
94 H 6.62 -1.13 0.02
95 C -0.97 -4.32 0.79
96 O -2.32 -4.03 1.02
97 H -0.47 -3.50 1.36
98 H -0.52 -4.18 -0.17
99 H -0.74 -5.24 1.31
100 H -2.62 -4.33 1.89


Record 4
ORCA calculation (ωB97M-V/def2-TZVPD) on a cluster of 15 separate species, C16H62N12O15 in total.

Properties
* energy relative to the best compared isomer or geometry (same formula, charge and spin): 158.1 kJ/mol
* charge: 0
* lowest unoccupied orbital energy: -0.51 eV
* maximum force: 9.235 eV/Å
* frontier orbital gap: 0.2780 Eh

CARTESIAN COORDINATES (ANGSTROEM)
1 C 1.82 1.21 -6.06
2 C 1.02 0.58 -4.96
3 O 1.20 -0.78 -4.98
4 H 2.84 0.93 -6.13
5 H 1.91 2.32 -5.99
6 H 1.36 0.94 -7.03
7 H -0.01 0.84 -5.06
8 H 1.26 0.96 -3.96
9 H 2.15 -0.85 -4.83
10 C 2.16 -2.75 -1.92
11 O 2.55 -1.41 -1.64
12 N 1.21 -2.97 -2.75
13 N 2.93 -3.74 -1.78
14 H 0.36 -2.29 -2.76
15 H 0.91 -3.88 -2.90
16 H 3.83 -3.55 -1.30
17 H 2.68 -4.71 -1.84
18 C -0.16 0.48 -0.12
19 O -1.16 1.51 0.10
20 N 0.12 -0.47 0.75
21 N 0.72 0.50 -1.12
22 H -0.63 -0.67 1.45
23 H 0.87 -1.17 0.77
24 H 0.71 1.35 -1.72
25 H 1.36 -0.29 -1.27
26 C -0.86 -2.02 5.69
27 O -0.36 -1.31 6.81
28 N -0.97 -3.36 5.57
29 N -1.17 -1.39 4.63
30 H -0.72 -3.85 6.47
31 H -1.74 -3.88 5.20
32 H -1.35 -0.42 4.89
33 H -1.49 -1.63 3.65
34 C -2.16 1.49 3.76
35 O -3.51 1.81 3.55
36 N -1.69 1.14 4.91
37 N -1.30 1.36 2.84
38 H -2.39 1.25 5.71
39 H -0.77 1.42 5.11
40 H -1.57 1.57 1.83
41 H -0.43 0.77 2.90
42 C 1.43 1.03 4.12
43 O 1.03 1.44 5.36
44 N 0.90 -0.03 3.53
45 N 2.40 1.64 3.55
46 H 0.25 -0.67 4.16
47 H 1.28 -0.32 2.62
48 H 2.98 2.22 4.17
49 H 2.59 1.47 2.61
50 C -1.78 -1.27 -2.66
51 O -2.37 -0.96 -1.50
52 N -2.38 -1.84 -3.59
53 N -0.51 -1.07 -2.88
54 H -3.34 -2.06 -3.42
55 H -1.87 -2.29 -4.37
56 H -0.10 -0.39 -2.12
57 H -0.14 -0.92 -3.81
58 C -3.08 -1.32 1.65
59 O -1.86 -1.85 2.01
60 H -2.77 -0.68 0.78
61 H -3.63 -0.78 2.43
62 H -3.67 -2.11 1.22
63 H -1.79 -2.66 1.51
64 C -1.17 -4.01 -0.39
65 O -1.90 -4.32 0.76
66 H -1.25 -4.89 -1.02
67 H -0.17 -3.64 -0.23
68 H -1.75 -3.21 -0.87
69 H -1.76 -5.27 0.93
70 C 4.62 1.44 -2.19
71 O 3.35 1.07 -2.73
72 H 5.09 2.04 -3.06
73 H 5.40 0.64 -1.91
74 H 4.48 1.99 -1.27
75 H 2.89 0.68 -2.02
76 C -1.90 4.82 -0.69
77 O -0.65 4.14 -0.55
78 H -2.74 4.19 -0.53
79 H -1.99 5.47 -1.63
80 H -1.83 5.52 0.09
81 H -0.55 3.65 0.31
82 C 3.15 -1.81 1.51
83 O 1.85 -2.25 1.38
84 H 3.10 -0.85 2.11
85 H 3.54 -1.53 0.56
86 H 3.86 -2.54 1.91
87 H 1.58 -2.72 2.20
88 C -4.78 1.43 0.17
89 O -3.93 2.10 -0.70
90 H -4.97 0.40 -0.10
91 H -5.78 1.96 0.08
92 H -4.44 1.42 1.19
93 H -3.02 1.75 -0.56
94 C -1.37 2.49 -3.10
95 O -0.03 2.84 -2.78
96 H -1.74 1.86 -2.33
97 H -1.41 1.96 -4.06
98 H -2.12 3.36 -3.24
99 H -0.01 3.60 -2.22
100 C 2.69 2.76 0.62
101 O 2.71 1.32 0.61
102 H 2.60 3.14 -0.38
103 H 3.56 3.21 1.03
104 H 1.80 3.08 1.12
105 H 1.91 1.03 0.18


Record 5
ORCA calculation (ωB97M-V/def2-TZVPD) on a cluster of 15 separate species, C16H62N14O15 in total.

Properties
* energy relative to the best compared isomer or geometry (same formula, charge and spin): 274.9 kJ/mol
* charge: 0
* lowest unoccupied orbital energy: -0.01 eV
* maximum force: 10.927 eV/Å
* frontier orbital gap: 0.3222 Eh

CARTESIAN COORDINATES (ANGSTROEM)
1 C 5.76 1.93 -1.60
2 C 4.31 2.23 -1.10
3 O 3.43 1.25 -1.42
4 H 6.21 1.10 -1.16
5 H 6.32 2.84 -1.24
6 H 5.88 2.00 -2.70
7 H 3.90 3.18 -1.53
8 H 4.24 2.33 -0.05
9 H 2.57 1.65 -1.32
10 C 1.37 4.49 -2.21
11 O 1.66 5.80 -2.46
12 N 1.14 4.08 -0.95
13 N 1.22 3.54 -3.05
14 H 1.28 4.73 -0.16
15 H 0.92 3.09 -0.76
16 H 1.32 3.91 -4.05
17 H 0.97 2.48 -2.92
18 C -2.47 -1.17 3.51
19 O -2.62 -0.79 2.17
20 N -2.21 -2.45 3.83
21 N -2.46 -0.40 4.54
22 H -1.96 -3.06 3.12
23 H -2.11 -2.74 4.79
24 H -2.48 0.52 4.28
25 H -1.89 -0.75 5.30
26 C 3.57 -1.39 1.04
27 O 3.22 -2.03 2.18
28 N 3.17 -0.19 0.83
29 N 4.28 -1.92 0.10
30 H 2.52 0.24 1.53
31 H 3.45 0.41 0.04
32 H 4.70 -2.85 0.12
33 H 4.40 -1.48 -0.88
34 C -1.19 -1.31 -3.22
35 O -1.61 -1.61 -4.51
36 N -0.08 -1.74 -2.74
37 N -2.02 -0.94 -2.31
38 H 0.53 -2.20 -3.42
39 H 0.28 -1.35 -1.82
40 H -2.88 -0.52 -2.72
41 H -1.48 -0.46 -1.52
42 C 0.05 0.51 -0.19
43 O 0.86 1.59 -0.42
44 N 0.61 -0.74 -0.15
45 N -1.24 0.44 -0.27
46 H 1.67 -0.68 -0.06
47 H 0.18 -1.71 -0.08
48 H -1.80 1.35 -0.43
49 H -1.87 -0.25 0.14
50 C -1.49 -3.11 0.34
51 O -1.48 -3.80 1.56
52 N -0.65 -3.23 -0.63
53 N -2.48 -2.28 -0.01
54 H -0.77 -2.70 -1.58
55 H -0.01 -4.07 -0.63
56 H -3.28 -2.07 0.68
57 H -2.50 -1.76 -0.97
58 C 1.88 -4.83 -1.30
59 O 2.35 -4.69 -2.64
60 N 2.28 -4.16 -0.34
61 N 0.82 -5.49 -1.03
62 H 2.87 -3.32 -0.49
63 H 1.88 -4.10 0.64
64 H 0.36 -5.88 -1.83
65 H 0.58 -5.73 -0.09
66 C -5.32 -0.30 0.52
67 O -5.23 -1.64 0.36
68 H -4.43 0.27 0.25
69 H -5.43 -0.02 1.54
70 H -6.20 0.06 0.03
71 H -6.03 -2.08 0.16
72 C -1.85 2.50 -2.20
73 O -2.72 2.54 -1.10
74 H -1.65 1.49 -2.57
75 H -0.93 2.98 -1.90
76 H -2.19 3.03 -3.11
77 H -3.05 3.46 -0.93
78 C 1.09 0.90 -4.62
79 O 1.18 0.90 -3.23
80 H 1.20 1.93 -4.89
81 H 0.14 0.60 -4.82
82 H 1.74 0.31 -5.22
83 H 1.22 -0.05 -2.96
84 C 0.98 -3.25 3.11
85 O 1.03 -4.22 2.09
86 H 0.28 -3.57 3.89
87 H 0.72 -2.25 2.60
88 H 1.90 -3.17 3.59
89 H 0.04 -4.44 1.89
90 C -4.06 2.61 1.93
91 O -3.64 3.91 1.95
92 H -4.40 2.37 2.92
93 H -3.17 2.00 1.71
94 H -4.78 2.37 1.21
95 H -3.14 4.05 2.80
96 C 0.46 0.53 3.37
97 O 1.60 1.14 2.83
98 H -0.15 0.51 2.46
99 H -0.07 1.11 4.12
100 H 0.63 -0.48 3.73
101 H 1.40 1.92 2.33
102 C -0.52 3.54 1.63
103 O 0.84 3.50 2.06
104 H -1.09 2.67 1.83
105 H -0.60 3.88 0.64
106 H -1.03 4.29 2.29
107 H 1.25 4.38 1.93